ORCA calculation (ωB97M-V/def2-TZVPD) on a molecular structure, C45H61CsI2O4P2SSi.

Strongest force on any atom, hartree/bohr: 0.0426
Kohn-Sham gap, hartree: 0.17575
Net charge: -2
HOMO, eV: -1.315
DFT total energy, eV: -109888.0568

Each line ends with the Mulliken charge.
CARTESIAN COORDINATES (ANGSTROEM)
Cs  2.70  1.02  -1.16  1.92
C  3.48  -3.39  1.63  -1.42
Si  2.21  -2.49  0.56  1.40
C  0.69  -2.16  1.74  0.10
C  0.20  -3.37  2.25  -0.62
C  -0.86  -3.46  3.13  -0.87
C  -1.50  -2.30  3.53  -0.79
C  -1.03  -1.09  3.06  0.10
C  0.05  -0.98  2.18  0.70
P  0.55  0.70  1.55  -0.27
C  -1.07  1.64  1.30  1.53
C  -1.82  2.34  2.46  -1.15
C  -1.40  3.80  2.59  -0.62
C  -1.89  4.59  1.37  -0.81
C  -1.87  3.72  0.10  -1.03
C  -0.78  2.66  0.19  0.96
C  1.43  1.50  2.99  0.70
C  0.86  1.40  4.40  -0.11
C  1.89  1.85  5.43  -1.18
C  3.09  0.90  5.47  -0.87
C  3.24  0.14  4.15  -0.42
C  2.92  1.05  2.98  -0.51
C  1.46  -3.95  -0.52  -0.34
C  2.02  -5.23  -0.45  -0.70
C  1.67  -6.25  -1.32  -0.91
C  0.73  -6.01  -2.31  -1.00
C  0.15  -4.76  -2.39  -0.31
C  0.48  -3.74  -1.50  0.28
P  -0.39  -2.12  -1.54  -0.03
C  -2.00  -2.69  -0.77  1.42
C  -2.81  -1.51  -0.22  0.54
C  -4.26  -1.89  0.08  -1.31
C  -4.31  -3.29  0.67  -0.47
C  -3.86  -4.33  -0.37  -1.12
C  -2.94  -3.71  -1.43  -0.83
C  -0.51  -1.82  -3.40  0.20
C  -1.84  -2.04  -4.14  -1.73
C  -2.88  -0.97  -3.82  0.33
C  -2.33  0.43  -4.05  -1.57
C  -1.02  0.64  -3.29  1.73
C  -0.01  -0.41  -3.69  -1.09
H  3.08  -4.22  2.20  0.35
H  3.90  -2.67  2.33  0.13
H  4.30  -3.77  1.02  0.35
H  0.66  -4.29  1.92  0.10
H  -1.20  -4.43  3.48  0.36
H  -2.35  -2.33  4.20  0.35
H  -1.54  -0.19  3.37  0.10
H  -1.74  0.87  0.88  -0.76
H  -1.71  1.80  3.39  0.61
H  -2.90  2.33  2.24  0.47
H  -0.32  3.87  2.64  -0.02
H  -1.79  4.24  3.51  0.60
H  -1.25  5.46  1.22  0.23
H  -2.91  4.96  1.55  0.32
H  -1.70  4.36  -0.77  0.38
H  -2.84  3.23  -0.04  0.39
H  0.18  3.15  0.37  -0.49
H  -0.65  2.15  -0.76  -0.64
H  1.44  2.55  2.70  -0.25
H  0.56  0.37  4.64  0.02
H  -0.05  2.00  4.48  0.21
H  1.43  1.93  6.42  0.43
H  2.22  2.86  5.17  0.42
H  2.98  0.19  6.30  0.35
H  4.00  1.47  5.67  0.34
H  2.57  -0.72  4.12  -0.03
H  4.26  -0.26  4.07  0.54
H  3.16  0.56  2.04  0.17
H  3.55  1.95  3.01  0.47
H  2.79  -5.43  0.28  0.35
H  2.14  -7.22  -1.23  0.37
H  0.46  -6.79  -3.02  0.43
H  -0.57  -4.56  -3.17  0.30
H  -1.57  -3.20  0.11  -0.31
H  -2.78  -0.65  -0.90  0.01
H  -2.33  -1.18  0.70  -0.67
H  -4.87  -1.85  -0.82  0.31
H  -4.69  -1.16  0.78  0.57
H  -5.31  -3.54  1.04  0.51
H  -3.65  -3.32  1.54  0.03
H  -4.73  -4.77  -0.86  0.49
H  -3.34  -5.15  0.13  0.34
H  -3.53  -3.22  -2.20  0.26
H  -2.37  -4.51  -1.92  0.18
H  0.22  -2.53  -3.82  0.95
H  -2.24  -3.04  -3.95  0.33
H  -1.63  -1.99  -5.21  0.72
H  -3.21  -1.07  -2.78  -0.36
H  -3.77  -1.13  -4.43  0.43
H  -3.07  1.18  -3.75  0.45
H  -2.15  0.58  -5.12  0.35
H  -1.20  0.58  -2.21  -1.10
H  -0.61  1.64  -3.46  0.19
H  0.96  -0.26  -3.21  -0.01
H  0.20  -0.33  -4.77  0.45
I  3.85  1.98  -4.63  0.32
C  4.42  0.31  -5.86  -0.88
I  2.85  -0.56  -7.03  -0.08
H  4.79  -0.50  -5.25  0.33
H  5.17  0.60  -6.58  0.38
O  1.56  2.92  -2.26  -0.51
C  2.26  3.96  -2.34  -0.21
O  3.32  4.04  -3.00  -0.88
C  1.77  5.17  -1.60  0.15
C  1.12  6.14  -2.34  -0.34
C  0.58  7.28  -1.74  -0.65
C  0.72  7.43  -0.37  -0.38
C  1.38  6.47  0.37  -0.80
C  1.92  5.31  -0.20  0.46
S  2.75  4.14  0.82  -0.39
H  1.04  6.01  -3.41  0.40
H  0.07  8.02  -2.34  0.35
H  0.31  8.30  0.14  0.35
H  1.49  6.59  1.44  0.33
O  2.74  -1.66  -0.84  -0.51
O  2.95  -0.91  0.47  -0.35